# C44H94F21N5O26PS7

13 unconnected molecules or ions with the total composition C44H94F21N5O26PS7 in a non-equilibrium geometry (ωB97M-V with the def2-TZVPD basis set, the Open Molecules 2025 dataset).

Output
Kohn-Sham gap: 4.31 eV
E_HOMO: -5.221 eV
maximum force: 4.051 eV/Å
LUMO energy: -0.91 eV
net charge: -1

The geometry in XYZ format:
```
198
Properties=species:S:1:pos:R:3:lowdin_charge:R:1
C -3.258 5.395 3.279 0.025
C -4.243 5.300 4.376 -0.399
O -5.306 5.906 4.343 0.117
N -3.709 4.693 5.607 0.106
H -3.182 3.839 5.383 0.076
H -3.016 5.342 5.967 0.184
C -4.733 4.304 6.695 0.039
H -2.498 6.124 3.569 0.115
H -3.886 5.671 2.435 0.111
H -2.662 4.496 3.121 0.078
H -4.347 4.412 7.710 0.088
H -4.912 3.231 6.666 0.102
H -5.586 4.973 6.611 0.087
C -6.205 -5.027 2.351 0.031
C -5.028 -5.849 2.026 -0.429
O -4.990 -7.048 2.219 0.154
N -3.915 -5.350 1.197 0.089
H -3.668 -6.155 0.628 0.164
H -3.979 -4.607 0.508 0.170
C -2.699 -5.077 2.143 0.077
H -6.065 -3.961 2.167 0.095
H -6.532 -5.377 3.329 0.114
H -6.968 -5.225 1.593 0.098
H -2.638 -6.023 2.675 0.113
H -3.074 -4.229 2.717 0.068
H -1.817 -4.788 1.574 0.106
C -0.104 -2.974 -2.761 0.027
N 0.056 -4.418 -3.231 -0.322
C -1.337 -5.025 -3.317 0.001
C 0.657 -4.503 -4.657 0.027
C 1.038 -5.080 -2.227 -0.047
C 2.467 -4.496 -2.179 -0.221
O 3.260 -4.823 -3.280 -0.044
H -0.897 -2.618 -3.415 0.110
H 0.831 -2.447 -2.938 0.083
H -0.307 -2.957 -1.691 0.113
H -1.864 -5.013 -2.363 0.096
H -1.284 -6.072 -3.613 0.108
H -1.977 -4.430 -3.966 0.106
H 0.606 -5.570 -4.875 0.105
H 1.690 -4.201 -4.794 0.089
H 0.034 -4.060 -5.434 0.107
H 1.112 -6.112 -2.575 0.138
H 0.455 -5.041 -1.308 0.134
H 2.994 -4.857 -1.297 0.129
H 2.398 -3.417 -2.025 0.120
H 3.491 -4.032 -3.771 0.089
C -8.036 1.959 -2.537 0.016
N -7.472 0.691 -1.913 -0.309
C -6.968 -0.238 -3.005 0.023
C -6.400 1.094 -0.914 0.020
C -8.696 0.081 -1.171 -0.067
C -8.557 -1.321 -0.602 -0.257
O -8.592 -2.280 -1.596 -0.066
H -8.828 1.701 -3.242 0.102
H -7.242 2.348 -3.173 0.109
H -8.500 2.596 -1.787 0.115
H -7.762 -0.929 -3.277 0.091
H -6.040 -0.695 -2.665 0.109
H -6.659 0.299 -3.902 0.086
H -5.554 1.353 -1.547 0.078
H -6.254 0.185 -0.333 0.087
H -6.567 1.972 -0.290 0.095
H -9.465 -0.053 -1.932 0.135
H -8.912 0.819 -0.401 0.145
H -9.345 -1.528 0.126 0.136
H -7.598 -1.536 -0.120 0.113
H -8.292 -3.076 -1.152 0.093
C -3.351 1.185 0.505 0.010
N -2.096 0.435 0.980 -0.266
C -1.244 -0.040 -0.202 -0.009
C -1.185 1.439 1.759 0.065
C -2.600 -0.734 1.885 -0.057
C -1.589 -1.519 2.700 -0.237
O -0.370 -1.733 2.066 -0.081
H -3.021 2.034 -0.090 0.106
H -3.788 1.595 1.417 0.076
H -4.040 0.449 0.098 0.074
H -1.107 0.841 -0.828 0.077
H -1.712 -0.887 -0.701 0.082
H -0.240 -0.253 0.161 0.084
H -0.801 2.222 1.108 0.072
H -0.321 0.844 2.058 0.087
H -1.705 1.731 2.670 0.114
H -3.017 -1.414 1.137 0.105
H -3.388 -0.319 2.513 0.129
H -2.010 -2.501 2.923 0.074
H -1.335 -1.059 3.657 0.136
H 0.286 -1.399 2.685 0.045
C 1.424 0.744 -3.033 -0.093
C 2.521 1.772 -2.816 -0.221
C 3.913 1.315 -3.355 -0.222
C 4.996 2.426 -3.380 -0.235
P 6.688 1.797 -3.548 1.047
C 7.058 1.215 -5.257 -0.253
C 8.310 0.362 -5.312 -0.289
C 8.740 0.095 -6.734 -0.241
C 7.950 -1.156 -7.284 -0.091
C 7.947 2.834 -2.733 -0.285
C 7.594 3.373 -1.397 -0.258
C 8.348 4.656 -0.972 -0.226
C 9.875 4.645 -1.126 -0.096
C 6.792 0.227 -2.607 -0.273
C 6.183 0.053 -1.191 -0.233
C 7.188 -0.332 -0.109 -0.236
C 6.758 -0.149 1.394 -0.076
H 0.408 0.979 -2.710 0.065
H 1.591 -0.256 -2.629 0.053
H 1.286 0.662 -4.115 0.071
H 2.603 1.983 -1.748 0.094
H 2.257 2.729 -3.268 0.117
H 3.873 0.962 -4.389 0.103
H 4.156 0.415 -2.788 0.087
H 4.942 3.122 -2.544 0.098
H 4.910 2.905 -4.358 0.096
H 7.340 2.180 -5.687 0.098
H 6.185 0.766 -5.728 0.107
H 8.219 -0.597 -4.805 0.105
H 9.127 0.912 -4.839 0.114
H 9.767 -0.271 -6.753 0.103
H 8.663 0.970 -7.378 0.110
H 7.175 -0.695 -7.901 0.062
H 7.435 -1.814 -6.587 0.071
H 8.648 -1.677 -7.937 0.067
H 8.371 3.591 -3.397 0.102
H 8.795 2.210 -2.443 0.102
H 7.754 2.530 -0.719 0.108
H 6.507 3.371 -1.288 0.096
H 8.008 4.845 0.047 0.113
H 7.912 5.506 -1.500 0.110
H 10.258 5.377 -0.417 0.075
H 10.078 4.984 -2.143 0.065
H 10.388 3.692 -1.002 0.075
H 7.838 -0.084 -2.596 0.090
H 6.320 -0.442 -3.332 0.083
H 5.456 -0.758 -1.272 0.112
H 5.597 0.943 -0.956 0.086
H 8.105 0.223 -0.323 0.085
H 7.451 -1.391 -0.126 0.109
H 6.507 0.886 1.623 0.063
H 7.526 -0.503 2.082 0.075
H 5.922 -0.761 1.734 0.068
C -2.175 2.592 -4.665 -0.699
F -1.185 3.224 -4.025 0.129
F -2.694 3.389 -5.598 0.129
F -1.730 1.490 -5.211 0.138
S -3.580 2.172 -3.500 0.455
O -4.528 1.554 -4.388 -0.349
O -3.032 1.242 -2.464 -0.378
O -4.106 3.370 -2.919 -0.303
C -7.262 0.310 3.325 -0.651
F -6.939 -0.279 4.475 0.132
F -6.904 -0.535 2.336 0.069
F -8.557 0.418 3.229 0.139
S -6.297 2.062 3.227 0.504
O -6.953 2.883 4.258 -0.346
O -4.911 1.751 3.506 -0.331
O -6.570 2.611 1.873 -0.378
C -2.190 -4.369 6.256 -0.646
F -2.243 -5.117 7.347 0.142
F -1.531 -3.227 6.426 0.146
F -1.584 -5.072 5.262 0.085
S -3.934 -3.952 5.632 0.469
O -4.727 -3.580 6.769 -0.305
O -3.661 -2.858 4.698 -0.350
O -4.343 -5.196 4.988 -0.363
C 3.072 -4.099 1.851 -0.616
F 2.162 -3.720 2.828 0.083
F 2.493 -4.316 0.677 0.087
F 3.949 -3.108 1.730 0.120
S 4.019 -5.644 2.499 0.491
O 3.995 -5.510 3.971 -0.351
O 3.290 -6.855 2.094 -0.395
O 5.337 -5.561 1.839 -0.383
C 0.730 4.862 -0.393 -0.652
F 0.326 5.921 -1.123 0.114
F 0.313 3.719 -0.905 0.108
F 2.051 4.751 -0.268 0.114
S -0.052 4.984 1.377 0.490
O -1.376 4.369 1.297 -0.380
O 0.772 4.292 2.371 -0.309
O -0.192 6.415 1.671 -0.364
C -0.665 2.445 7.723 -0.633
F -0.902 3.758 8.022 0.065
F 0.495 2.204 8.260 0.154
F -1.576 1.701 8.414 0.086
S -0.775 2.141 5.843 0.491
O 0.235 2.955 5.212 -0.289
O -0.559 0.698 5.676 -0.311
O -2.113 2.602 5.526 -0.353
C 2.944 1.113 1.146 -0.677
F 2.033 1.981 0.699 0.114
F 2.698 -0.046 0.562 0.096
F 4.151 1.574 0.860 0.110
S 2.829 0.754 3.012 0.527
O 4.197 0.553 3.541 -0.338
O 2.188 1.982 3.497 -0.327
O 1.874 -0.350 3.056 -0.339
```



# C44H96CuF3N2O20

A molecular structure, C44H96CuF3N2O20 in a non-equilibrium geometry (ωB97M-V with the def2-TZVPD basis set, the Open Molecules 2025 dataset).

Output
Kohn-Sham gap (spin up / spin down): 5.32 / 5.32 eV
E_HOMO (spin up / spin down): -10.431 / -10.431 eV
expectation value of S²: 0.75
maximum force: 5.033 eV/Å
multiplicity: 2
LUMO energy (spin up / spin down): -5.11 / -5.11 eV
net charge: +1

The geometry in XYZ format:
```
166
Properties=species:S:1:pos:R:3:lowdin_charge:R:1
Cu 2.884 3.885 5.510 0.841
C 0.838 0.078 0.898 -0.328
O 2.023 -0.028 0.095 -0.060
O 1.216 0.996 1.861 0.155
C -0.544 0.139 0.287 -0.571
F -1.537 0.045 1.255 0.121
F -0.768 1.253 -0.411 0.170
F -0.732 -0.856 -0.530 0.200
C 2.477 -1.332 -0.240 -0.270
C 3.868 -1.211 -0.824 -0.083
H 3.714 -0.845 -1.840 0.078
H 4.574 -0.532 -0.346 0.082
H 4.311 -2.204 -0.891 0.084
H 1.979 -1.882 -1.039 0.125
H 2.703 -1.951 0.628 0.122
H 0.745 -0.912 1.344 0.177
C -1.658 -6.832 -1.041 -0.087
C -1.178 -8.102 -1.576 -0.269
N -0.845 -9.121 -2.097 0.117
H -2.489 -7.051 -0.371 0.081
H -1.919 -6.094 -1.799 0.083
H -0.885 -6.439 -0.380 0.076
C -6.170 6.852 -2.751 -0.094
C -6.155 8.137 -2.221 -0.318
N -6.169 9.180 -1.699 0.134
H -5.215 6.337 -2.647 0.092
H -6.606 6.863 -3.750 0.094
H -6.870 6.273 -2.148 0.092
C -1.756 -6.349 -10.567 -0.099
O -1.505 -4.944 -10.646 -0.161
C -1.319 -4.303 -9.398 -0.237
C -1.319 -2.814 -9.472 -0.185
O -0.330 -1.934 -8.901 -0.113
C -0.076 -2.161 -7.557 -0.219
C 0.593 -0.877 -6.990 -0.218
O 1.674 -0.568 -7.824 -0.160
C 2.303 0.621 -7.355 -0.107
H -1.052 -6.690 -11.326 0.091
H -2.708 -6.754 -10.910 0.075
H -1.780 -6.799 -9.575 0.085
H -0.341 -4.453 -8.940 0.125
H -2.122 -4.602 -8.725 0.124
H -2.365 -2.522 -9.377 0.127
H -1.034 -2.546 -10.489 0.135
H 0.590 -3.017 -7.444 0.114
H -0.913 -2.588 -7.003 0.124
H 0.837 -1.143 -5.961 0.116
H -0.091 -0.028 -6.970 0.122
H 1.841 1.352 -6.692 0.085
H 2.552 1.164 -8.266 0.089
H 3.199 0.255 -6.854 0.085
C 3.144 6.310 1.287 -0.092
O 3.306 6.627 2.677 -0.179
C 3.544 8.026 2.788 -0.224
C 3.552 8.421 4.217 -0.173
O 2.533 7.633 4.867 -0.164
C 1.548 8.382 5.484 -0.201
C 0.548 8.908 4.422 -0.156
O -0.224 7.722 4.112 -0.203
C -1.060 7.846 2.901 -0.074
H 2.237 6.779 0.905 0.087
H 3.207 5.227 1.187 0.087
H 3.911 6.709 0.624 0.086
H 2.752 8.569 2.273 0.120
H 4.519 8.359 2.431 0.134
H 3.409 9.491 4.365 0.135
H 4.474 8.201 4.754 0.127
H 2.017 9.026 6.228 0.125
H 1.090 7.676 6.177 0.122
H 0.981 9.303 3.503 0.105
H -0.148 9.716 4.645 0.122
H -0.666 8.310 1.997 0.077
H -1.914 8.483 3.134 0.082
H -1.370 6.852 2.579 0.082
C 0.104 2.246 7.070 -0.116
O 1.383 2.416 7.603 -0.210
C 1.625 1.369 8.579 -0.140
C 2.357 0.137 7.887 -0.114
O 3.504 0.809 7.266 -0.152
C 4.248 -0.130 6.548 -0.231
C 5.509 0.615 6.258 -0.173
O 5.184 1.947 5.718 -0.206
C 6.389 2.568 5.251 -0.093
H -0.270 3.138 6.567 0.093
H -0.572 2.067 7.906 0.092
H 0.122 1.391 6.394 0.095
H 0.791 1.074 9.216 0.123
H 2.274 1.852 9.310 0.125
H 1.754 -0.436 7.184 0.119
H 2.698 -0.662 8.545 0.123
H 3.777 -0.348 5.589 0.128
H 4.379 -1.127 6.966 0.136
H 6.141 0.086 5.545 0.127
H 6.138 0.581 7.147 0.132
H 7.047 2.585 6.119 0.095
H 6.258 3.622 5.010 0.081
H 6.808 2.082 4.370 0.095
C -6.531 -1.410 -3.898 -0.093
O -7.560 -2.413 -4.025 -0.208
C -7.447 -3.645 -3.308 -0.171
C -7.849 -3.398 -1.812 -0.162
O -8.032 -4.679 -1.159 -0.159
C -8.504 -4.571 0.155 -0.196
C -8.317 -5.973 0.785 -0.208
O -8.106 -5.831 2.166 -0.188
C -8.935 -6.774 2.941 -0.072
H -6.585 -0.577 -4.599 0.082
H -5.513 -1.781 -4.016 0.081
H -6.682 -0.988 -2.905 0.077
H -6.431 -4.034 -3.240 0.118
H -8.146 -4.272 -3.862 0.129
H -8.691 -2.707 -1.787 0.130
H -6.935 -3.021 -1.353 0.117
H -9.535 -4.217 0.116 0.125
H -7.926 -3.857 0.742 0.121
H -7.368 -6.393 0.452 0.124
H -9.074 -6.711 0.521 0.119
H -9.248 -7.680 2.423 0.079
H -9.794 -6.266 3.381 0.079
H -8.375 -7.212 3.767 0.076
C -10.376 -2.048 5.384 -0.106
O -9.419 -1.441 6.200 -0.181
C -8.496 -2.271 6.814 -0.245
C -7.334 -1.341 6.987 -0.115
O -6.313 -2.286 7.390 -0.183
C -5.590 -3.007 6.432 -0.207
C -4.895 -4.106 7.213 -0.206
O -3.638 -4.515 6.679 -0.169
C -3.067 -5.460 7.546 -0.128
H -10.430 -3.123 5.208 0.085
H -10.139 -1.683 4.385 0.085
H -11.319 -1.653 5.762 0.091
H -8.296 -3.213 6.302 0.115
H -8.932 -2.739 7.697 0.133
H -7.534 -0.682 7.832 0.137
H -7.023 -0.907 6.036 0.135
H -4.812 -2.388 5.984 0.125
H -6.278 -3.354 5.661 0.119
H -5.624 -4.905 7.349 0.129
H -4.810 -3.678 8.212 0.124
H -3.604 -6.373 7.288 0.084
H -3.168 -5.301 8.620 0.091
H -2.069 -5.728 7.199 0.087
C 10.940 -0.588 -4.245 -0.069
O 10.888 0.814 -3.870 -0.216
C 9.994 1.704 -4.501 -0.194
C 10.640 2.169 -5.788 -0.244
O 10.946 1.151 -6.683 -0.170
C 11.473 1.519 -8.006 -0.089
C 10.454 2.455 -8.856 -0.136
O 9.828 1.758 -9.950 -0.217
C 9.086 0.582 -9.605 -0.100
H 10.854 -0.713 -5.324 0.074
H 10.178 -1.121 -3.677 0.081
H 11.942 -0.913 -3.965 0.087
H 9.680 2.459 -3.780 0.129
H 9.194 1.025 -4.797 0.120
H 11.616 2.550 -5.486 0.128
H 10.079 3.040 -6.128 0.115
H 11.699 0.538 -8.422 0.116
H 12.480 1.918 -7.891 0.111
H 10.930 3.236 -9.449 0.119
H 9.644 2.912 -8.289 0.107
H 9.798 -0.242 -9.556 0.078
H 8.383 0.236 -10.363 0.083
H 8.521 0.719 -8.683 0.087
```